Below is C71H70Cl3CsN7O2S4Se2Si as an isolated structure in a non-equilibrium geometry, with properties calculated with wB97M-V/def2-TZVPD.

The HOMO energy comes out at -4.56 eV. The gap between HOMO and LUMO comes out at 6.1 eV. As for the net charge: -1. For the total energy, the calculation gives -11366.9780 Ha.

The geometry in XYZ format:
```
161
Properties=species:S:1:pos:R:3:forces:R:3
Cs 1.4077 0.6307 0.2950 0.63 -2.45 1.16
Se 0.1963 -2.6851 -2.8790 0.03 -0.03 -0.01
Se 3.3224 -3.9866 -1.1479 0.09 -0.06 0.01
Cl 2.9167 7.5229 3.0585 -0.01 -0.10 -0.05
Cl 3.4476 4.4984 -1.3843 0.01 -0.02 -0.05
Cl 2.6119 2.1284 3.4187 0.10 0.09 0.05
S -0.0279 2.4775 -2.7623 -0.31 -0.15 0.18
S 4.3914 -0.8181 1.3908 0.49 0.26 0.29
S -2.1589 3.2581 -1.1589 0.05 -0.03 -0.01
S -2.4781 0.5874 -0.3499 0.10 0.54 0.26
Si -0.1345 -3.8337 2.9711 0.28 -0.05 0.06
O 0.5252 -3.1140 1.7304 -0.79 0.02 0.27
O 3.2440 2.2126 0.5259 1.44 1.93 0.23
N -1.1760 0.4683 0.2725 -2.05 -0.30 -0.07
N 6.9452 -0.0249 1.5758 -0.01 -0.05 0.14
N -2.8331 1.8952 -1.3626 -0.14 -0.02 -0.11
N 0.5809 1.3646 -2.0691 -0.32 0.54 -1.69
N 4.3428 -0.6853 -1.5956 -0.24 0.08 -0.02
N -0.8764 3.6539 -1.9189 0.14 -0.13 0.08
N 6.3239 -0.1408 -0.5083 -0.14 0.00 -0.20
C -4.4260 1.0099 3.1224 -0.05 -0.03 0.04
C 2.8409 4.8003 3.0575 -0.08 -0.14 0.17
C 8.0333 0.3340 0.8024 -0.02 -0.01 0.25
C 0.4392 -3.7864 -1.2885 0.00 0.18 -0.09
C -2.9153 2.4975 -5.6747 0.05 -0.01 0.03
C 0.9421 -4.6953 5.5809 0.08 0.02 -0.02
C 3.1335 5.8439 0.9207 -0.01 -0.01 -0.10
C -3.2602 -3.0720 -1.6725 -0.06 -0.04 -0.04
C -5.1648 6.3119 -2.6020 -0.01 -0.03 0.00
C -0.6109 -5.6575 2.5805 -0.09 -0.07 -0.21
C -3.0426 4.1873 2.6322 -0.01 -0.01 0.03
C 3.1721 -3.7432 0.7774 0.32 0.03 -0.15
C 2.2070 2.9833 -4.1025 0.05 0.03 -0.04
C 2.8230 5.0449 -5.1750 0.00 -0.02 -0.01
C -5.7452 1.2515 2.7682 0.04 0.00 -0.02
C -2.6099 -2.6858 2.4676 0.01 -0.05 -0.07
C -0.1961 -6.1225 1.3235 -0.13 0.03 0.15
C -2.9869 5.7732 -1.7379 0.03 0.05 -0.01
C 3.9773 -0.3073 -3.9249 0.12 0.05 0.07
C -1.2176 0.6959 -4.3958 -0.03 0.02 -0.06
C 6.8996 -0.0364 3.0232 0.02 0.00 -0.11
C 3.1152 3.3520 1.0492 0.33 0.11 0.10
C -2.4847 -3.6922 4.7380 0.05 0.03 0.05
C 7.6637 0.2641 -0.4785 -0.29 -0.07 -0.11
C 5.2742 0.1765 -4.0364 0.01 0.03 0.01
C -0.7152 3.7369 1.1531 -0.17 0.02 -0.25
C 5.5554 -0.2008 -1.7042 0.14 0.05 0.27
C 5.8560 -0.3399 0.7978 0.23 0.26 -0.21
C -3.1239 -0.7025 -1.3980 -0.07 -0.10 -0.06
C -0.4552 -4.1070 -4.0323 -0.04 0.04 -0.03
C -1.6930 -2.9443 3.6641 0.04 0.16 0.05
C -4.1878 -2.8918 -2.6879 0.04 0.03 0.03
C -4.5659 -1.6090 -3.0767 0.06 -0.02 0.01
C -2.7146 -1.9731 -1.0250 0.03 0.01 0.03
C -1.5889 -7.8650 2.9552 0.05 0.07 -0.04
C -3.4709 0.7818 2.1387 -0.01 -0.08 0.06
C -1.2327 -1.5933 4.2428 -0.04 -0.03 -0.13
C 1.6344 5.6308 -4.7532 -0.01 -0.05 0.02
C 0.7231 4.8967 -4.0070 0.11 -0.07 -0.02
C 2.8759 3.5580 2.4521 -0.01 0.09 -0.16
C -4.6211 4.0196 -2.1099 -0.01 0.04 0.01
C 1.0232 3.5760 -3.6983 0.08 0.19 0.07
C 3.5636 -0.7172 -2.6696 -0.14 -0.02 -0.02
C -3.1398 3.9210 1.2779 0.08 -0.05 -0.04
C 3.1094 3.7254 -4.8498 0.02 0.04 -0.01
C 1.8924 -4.6837 6.5977 0.01 0.07 -0.07
C -6.1236 1.2525 1.4262 0.05 -0.01 0.03
C -2.0738 0.2557 -5.3986 -0.04 -0.02 0.05
C 3.1925 4.5954 0.3332 0.05 -0.02 0.11
C -1.1710 -8.2925 1.7013 0.02 0.10 -0.01
C 1.5712 -4.7916 -1.4105 0.12 0.06 0.06
C 3.2341 -3.1582 5.3144 -0.09 -0.05 -0.01
C -5.5255 4.9726 -2.5645 0.01 0.02 0.00
C 3.0424 -3.9118 6.4667 -0.08 -0.02 -0.07
C -1.7969 4.2080 3.2470 0.00 0.00 0.00
C -5.1769 1.0180 0.4414 0.07 -0.05 0.02
C -3.3672 4.4382 -1.7051 -0.11 -0.01 -0.07
C -2.9213 1.1520 -6.0340 0.00 0.00 0.02
C -4.0363 -0.5021 -2.4317 0.16 -0.04 0.03
C 2.9672 5.9448 2.2917 0.02 0.06 -0.01
C 2.2749 -3.1719 4.3055 -0.02 0.02 0.03
C 6.0830 0.2495 -2.9156 0.05 0.03 -0.14
C 1.1053 -3.9360 4.4162 0.08 0.02 0.10
C -0.6387 3.9861 2.5139 -0.01 0.03 0.02
C -1.3104 -6.5699 3.3831 0.15 0.00 -0.04
C -0.4649 -7.4157 0.8851 -0.02 0.05 0.07
C -3.8977 6.7125 -2.1889 -0.02 0.01 0.00
C -3.8543 0.7900 0.8122 -0.07 0.08 0.00
C -2.0540 2.9483 -4.6850 0.02 -0.08 0.01
C -1.2149 2.0364 -4.0545 -0.07 -0.04 -0.05
C -1.9710 3.6928 0.5564 0.08 0.06 0.12
H -2.0964 -2.0522 1.7399 -0.05 -0.01 0.09
H -0.1248 -7.7422 -0.0927 0.00 0.02 0.01
H 5.6571 0.5129 -4.9927 0.01 0.00 0.01
H 1.4563 -5.5783 -0.6628 0.14 0.04 -0.19
H -1.3924 -9.2989 1.3649 0.01 0.00 0.00
H -0.9163 -3.6370 -4.8997 0.00 -0.05 -0.02
H -1.6363 -6.2822 4.3758 0.00 -0.01 -0.03
H 1.6054 -5.2695 -2.3879 -0.09 -0.03 -0.08
H -4.6127 -3.7535 -3.1883 0.01 0.01 -0.01
H -2.4268 0.5987 2.3767 -0.08 0.02 -0.01
H 0.3551 -4.7540 -4.3602 -0.02 -0.03 0.00
H 0.3309 4.0128 2.9915 -0.01 -0.01 -0.02
H -2.9488 -4.0685 -1.3825 -0.02 0.02 0.00
H -5.4669 0.9998 -0.6026 0.03 0.02 0.02
H -2.1014 -1.0020 4.5765 0.05 -0.04 -0.05
H -1.2073 -4.6878 -3.4974 0.01 0.02 -0.03
H -1.8812 -3.8874 5.6316 -0.03 -0.01 -0.07
H 3.2297 6.7321 0.3085 -0.01 -0.04 0.03
H 8.2384 0.4479 -1.3655 -0.03 -0.01 0.04
H 6.4492 -0.9660 3.3643 0.02 -0.04 0.00
H 0.1819 3.5956 0.5616 -0.01 -0.04 -0.04
H -4.1333 0.9962 4.1660 -0.01 0.00 -0.04
H -2.0410 3.9952 -4.4041 0.00 -0.04 0.01
H -4.8667 2.9657 -2.0723 0.01 0.06 0.00
H -5.2682 -1.4696 -3.8899 0.01 -0.01 0.02
H -3.5342 -2.1840 2.7836 -0.03 0.05 -0.01
H -0.6855 -1.0111 3.4909 -0.06 -0.06 0.06
H -7.1577 1.4290 1.1520 0.05 -0.01 0.01
H -4.1103 3.8731 0.7960 0.05 0.00 0.03
H -2.1330 -8.5434 3.6035 0.01 0.02 0.00
H 2.7053 4.8713 4.1291 -0.03 -0.01 0.00
H 2.2774 -3.1640 1.0187 0.08 -0.27 0.01
H -3.3489 -3.0871 5.0514 0.05 -0.01 0.00
H 3.1546 -4.7117 1.2723 -0.10 -0.06 0.01
H 7.9177 0.0540 3.3982 -0.01 0.01 0.01
H -0.1901 5.3485 -3.6433 0.02 -0.02 0.00
H 7.0796 0.6555 -2.9941 -0.01 0.01 -0.02
H -2.0886 -0.7944 -5.6656 -0.01 0.03 0.00
H -4.2953 0.5002 -2.7473 0.01 -0.02 0.03
H -0.5703 -1.7259 5.1038 -0.05 -0.02 -0.04
H 0.0638 -5.3251 5.6984 0.04 0.05 -0.01
H -0.5122 -4.2881 -1.0939 -0.05 0.02 -0.05
H -5.8730 7.0509 -2.9558 0.01 -0.02 0.01
H 8.9825 0.6063 1.2317 -0.07 -0.04 0.02
H -1.9922 6.0640 -1.4160 -0.07 -0.03 -0.03
H 4.0485 3.2788 -5.1537 -0.03 0.01 0.00
H 0.5999 -3.0921 -0.4578 -0.05 -0.19 0.04
H -3.9438 4.3583 3.2074 0.03 0.00 0.00
H 3.5365 5.6272 -5.7465 -0.03 -0.02 0.02
H 2.4205 1.9658 -3.7915 -0.01 0.07 0.00
H 0.3455 -5.4257 0.6925 -0.18 -0.11 0.27
H -1.9723 -2.0961 -0.2420 -0.02 0.01 -0.11
H 2.5585 -1.0945 -2.5141 0.07 -0.06 -0.04
H -3.5785 3.1962 -6.1707 0.01 -0.01 0.01
H 3.7863 -3.9056 7.2554 -0.01 0.01 -0.01
H 4.1316 -2.5602 5.1977 -0.03 0.00 -0.01
H 6.2859 0.7842 3.3952 -0.02 0.02 -0.02
H -6.5120 4.6645 -2.8866 0.02 0.01 0.00
H 2.4255 -2.5821 3.4039 0.00 -0.08 0.11
H -6.4878 1.4319 3.5364 0.02 -0.01 -0.02
H -2.8959 -3.6221 1.9681 0.04 0.09 0.04
H 3.3094 -0.3620 -4.7747 0.01 -0.01 0.02
H 1.4254 6.6664 -4.9912 0.00 -0.02 0.00
H 1.7382 -5.2775 7.4920 0.01 -0.01 -0.01
H -1.7243 4.4020 4.3104 -0.01 0.00 -0.03
H -0.5610 0.0188 -3.8572 -0.05 0.01 -0.02
H -3.5945 0.8050 -6.8096 0.03 0.01 0.02
H -3.6200 7.7583 -2.2184 -0.01 -0.02 0.00
H 4.0518 -3.1808 1.0839 -0.01 -0.27 -0.10
H -2.8747 -4.6428 4.3689 -0.03 0.07 0.00
```
Positions in Å, forces in eV/Å.